# C29H24AgF3N8O

A molecular structure, C29H24AgF3N8O in a non-equilibrium geometry (ωB97M-V with the def2-TZVPD basis set, OMol25).

Geometry as XYZ:
```
66
C29H24AgF3N8O ωB97M-V with the def2-TZVPD basis set
Ag 0.5373 0.1730 0.0539
C 1.0473 0.7622 4.3917
C 0.5342 -0.3461 5.0658
C -0.1552 -1.2913 4.3519
C -0.3318 -1.1404 2.9572
N 0.1438 -0.0477 2.3242
C 0.8110 0.8576 3.0361
N -1.0233 -2.1429 2.3769
C -1.1929 -2.4029 1.1173
N -0.7313 -1.7603 0.0190
C -1.1279 -2.4280 -1.0890
N -0.9012 -2.1897 -2.3450
C -0.1869 -1.1913 -2.9098
C -0.1942 -1.1912 -4.3239
C 0.4978 -0.2341 -5.0207
C 1.2009 0.7364 -4.3088
C 1.1626 0.6768 -2.9313
N 0.5029 -0.2471 -2.2392
C -1.9430 -3.5962 -0.6914
C -2.6010 -4.5764 -1.4089
C -3.2788 -5.5596 -0.6994
C -3.2834 -5.5649 0.6882
C -2.6270 -4.5772 1.4132
C -1.9647 -3.5929 0.7067
H 1.6000 1.5299 4.9122
H 0.6729 -0.4507 6.1315
H -0.5856 -2.1661 4.8147
H 1.1586 1.7233 2.4822
H -0.7563 -1.9613 -4.8257
H 0.5014 -0.2259 -6.1011
H 1.7624 1.5102 -4.8105
H 1.6942 1.4133 -2.3381
H -2.5890 -4.5652 -2.4862
H -3.8141 -6.3308 -1.2368
H -3.8097 -6.3496 1.2121
H -2.6349 -4.5772 2.4920
N -0.3473 2.3314 -0.0058
C -1.4293 2.7390 -0.0004
N -2.6176 3.2625 -0.0124
C -3.3997 3.5260 1.1811
C -3.8104 5.0038 1.1567
O -4.5094 5.3197 -0.0246
C -3.7363 5.0579 -1.1722
C -3.3244 3.5825 -1.2387
H -2.8172 3.3026 2.0753
H -4.3009 2.8987 1.1558
H -2.9091 5.6291 1.2388
H -4.4875 5.2381 1.9789
H -2.8313 5.6834 -1.1673
H -4.3591 5.3312 -2.0244
H -2.6842 3.3999 -2.1024
H -4.2232 2.9546 -1.2995
F 7.6885 -1.4515 0.6847
C 7.2305 -0.4166 -0.0418
F 7.6961 -0.6052 -1.2921
F 7.8431 0.6784 0.4290
C 5.7309 -0.3075 -0.0222
C 5.0992 0.8871 0.3109
C 3.7168 0.9143 0.3174
N 2.9651 -0.1286 -0.0166
C 3.5751 -1.2568 -0.3682
C 4.9511 -1.4074 -0.3743
H 5.6725 1.7633 0.5611
H 3.1847 1.8133 0.5927
H 2.9274 -2.0717 -0.6575
H 5.4117 -2.3451 -0.6461
```

Highest occupied orbital energy: -7.1 eV
Gap between HOMO and LUMO: 7.1 eV
2S+1: 1

Results of the natural (NBO) charge analysis, in e, for atoms 1 through 2: 0.87, -0.30